Record 1
A gas-phase ion, C5H12N5 (charge +1). Source: the OMol25 dataset; level of theory: the ωB97M-V functional and the def2-TZVPD basis.

Geometry as ORCA input:
```
! wB97M-V def2-TZVPD RIJCOSX def2/J DEFGRID3
* xyz 1 1
C 0.9887 0.0390 1.1909
C 0.6759 -0.0612 -1.3275
C 0.1923 -2.1168 -0.0637
C -1.7645 2.0298 0.1812
C 0.0661 -0.6429 0.0483
N -3.7216 -0.6277 0.1350
N -3.1845 -1.6013 -0.0570
N -3.4387 0.5629 0.1700
N -1.3440 -0.3742 0.0377
N -2.0540 0.6293 0.1409
H 1.7322 -0.6755 1.1769
H 1.4222 1.0439 0.8840
H 0.4077 -0.0385 2.0618
H 0.5470 -0.4214 -2.3027
H 0.5325 1.0780 -1.3554
H 1.7489 -0.1550 -1.1735
H -0.5517 -2.2831 -0.8755
H 1.1446 -2.3125 -0.4230
H -0.0949 -2.8202 0.7711
H -0.7556 2.1769 0.4538
H -1.7631 2.3526 -0.8833
H -2.3519 2.6489 0.8134
*
```

Summary:
Gap between HOMO and LUMO = 9.591 eV

Record 2
A gas-phase ion, C5H12N5 (charge +1). Source: the OMol25 dataset; level of theory: the ωB97M-V functional and the def2-TZVPD basis.

Geometry as ORCA input:
```
! wB97M-V def2-TZVPD RIJCOSX def2/J DEFGRID3
* xyz 1 1
C 1.5602 2.8456 -2.8300
C 1.9989 2.0259 -1.8781
N 1.8011 0.5844 -1.9242
C 1.8425 -0.0231 -0.6228
N 0.3971 0.0282 -0.1568
C -0.4953 -0.6315 0.2548
N -1.6409 -0.8723 0.7366
N -2.6381 -1.6767 0.2114
C -1.8039 -0.6557 2.1522
N -1.2531 -1.8503 2.8310
H 1.9651 3.8533 -2.8782
H 0.8435 2.3700 -3.4783
H 2.7666 2.2630 -1.0985
H 1.0864 0.2483 -2.5919
H 2.3499 0.6369 0.0662
H 2.4120 -0.9621 -0.5265
H -2.6444 -2.5018 0.7705
H -2.3609 -1.9274 -0.6841
H -1.4869 0.2883 2.4595
H -2.8150 -0.5426 2.4992
H -1.7108 -1.8213 3.7746
H -0.1742 -1.6792 2.9134
*
```

Summary:
Gap between HOMO and LUMO = 7.725 eV

Record 3
A gas-phase ion, C5H12NO (charge -1). Source: the OMol25 dataset; level of theory: the ωB97M-V functional and the def2-TZVPD basis.

Geometry as ORCA input:
```
! wB97M-V def2-TZVPD RIJCOSX def2/J DEFGRID3
* xyz -1 1
C -0.4958 2.4152 -0.1342
C 0.1018 1.2404 0.6869
N -0.0431 0.1146 -0.1444
C -1.3817 -0.5484 0.1682
C 0.9946 -0.9073 0.2094
C 1.1798 -2.0850 -0.8506
O 2.3277 -2.7253 -0.8177
H -0.6110 3.3655 0.3993
H -0.0355 2.8043 -1.1040
H -1.6138 2.1639 -0.4356
H -0.1281 1.1901 1.7577
H 1.1765 1.4126 0.7260
H -2.2834 -0.3151 -0.5094
H -1.3268 -1.6888 0.0646
H -1.7077 -0.1338 1.1235
H 0.5878 -1.4852 1.1913
H 2.0718 -0.5671 0.3600
H 0.1514 -2.6343 -0.8592
H 1.0354 -1.6164 -1.8319
*
```

Summary:
Gap between HOMO and LUMO = 5.808 eV

Record 4
A gas-phase ion, C5H12NO (charge -1). Source: the OMol25 dataset; level of theory: the ωB97M-V functional and the def2-TZVPD basis.

Geometry as ORCA input:
```
! wB97M-V def2-TZVPD RIJCOSX def2/J DEFGRID3
* xyz -1 1
C -1.6486 -0.3790 1.4134
C -0.6359 -0.3189 0.2801
C -1.2376 -0.5615 -1.1028
C 0.0812 1.0467 0.2111
N 1.3948 0.9481 -0.3976
C 2.3957 -0.2628 -0.5777
O 3.0103 -0.6485 0.4946
H -2.1817 0.5656 1.5793
H -2.4146 -1.1312 1.2125
H -1.1502 -0.5364 2.3720
H 0.1464 -1.0538 0.4813
H -1.8799 -1.4412 -1.1904
H -0.4793 -0.5634 -1.8796
H -1.8077 0.3512 -1.3205
H 0.1754 1.4397 1.2344
H -0.5302 1.7464 -0.3764
H 1.9955 1.6131 0.0761
H 3.0378 0.1698 -1.3817
H 1.7288 -0.9839 -1.1279
*
```

Summary:
Gap between HOMO and LUMO = 6.283 eV

Record 5
A molecular structure, C5H12NO. Source: the OMol25 dataset; level of theory: the ωB97M-V functional and the def2-TZVPD basis.

Geometry as ORCA input:
```
! wB97M-V def2-TZVPD RIJCOSX def2/J DEFGRID3
* xyz -1 1
C -2.9460 -0.3572 1.4887
N -3.7577 0.1406 0.4110
C 0.8457 0.1139 -0.2067
C 2.0553 -0.0622 -0.8512
C 3.3205 0.2974 -0.0859
O 3.1549 1.5787 0.2859
C -0.4477 -0.0346 -0.9443
H -3.1483 -1.4020 1.8105
H -1.8176 -0.3432 1.3465
H -3.0507 0.3500 2.3094
H -3.7759 -0.5698 -0.3224
H 0.8717 -0.1218 0.8517
H 1.4469 1.0994 -0.8082
H 2.1296 -0.2598 -1.9120
H 4.1990 0.1094 -0.7508
H 3.4200 -0.4555 0.7453
H -0.8709 0.9413 -1.1865
H -0.4109 -0.5841 -1.8917
H -1.2180 -0.4405 -0.2897
*
```

Summary:
Gap between HOMO and LUMO = 4.046 eV

Record 6
A gas-phase ion, C5H12NO (charge -1). Source: the OMol25 dataset; level of theory: the ωB97M-V functional and the def2-TZVPD basis.

Geometry as ORCA input:
```
! wB97M-V def2-TZVPD RIJCOSX def2/J DEFGRID3
* xyz -1 1
C -0.4519 2.7197 0.0833
C -0.0640 1.2426 0.6774
C 0.5364 0.2929 -0.4273
C -0.2799 -0.7692 -1.0731
N -0.7395 -1.6495 0.0197
C 0.4773 -2.5701 0.4757
O 0.8994 -2.2295 1.6351
H 0.4101 3.3147 0.0003
H -1.2522 2.6019 -0.6840
H -1.0899 2.9605 1.0449
H 0.7942 1.5569 1.3156
H -0.9367 0.7917 1.0620
H 1.3978 -0.2139 -0.0729
H 1.0286 0.9909 -1.1432
H -1.1550 -0.3254 -1.5371
H 0.2732 -1.2024 -2.0050
H -1.1532 -1.3585 0.8719
H 1.2140 -2.5228 -0.4319
H 0.0912 -3.6303 0.1886
*
```

Summary:
Gap between HOMO and LUMO = 6.206 eV

Record 7
2 unconnected molecules or ions with the total composition C5H12NO. Source: the OMol25 dataset; level of theory: the ωB97M-V functional and the def2-TZVPD basis.

Geometry as ORCA input:
```
! wB97M-V def2-TZVPD RIJCOSX def2/J DEFGRID3
* xyz -1 1
C -0.4338 0.6808 -2.2634
C -0.1813 0.3263 -0.8083
C 0.3045 1.5395 -0.0161
C 0.9456 1.1364 1.2935
N 0.7380 -0.8001 -0.7441
C 0.3292 -1.7837 -0.0617
O -1.4513 -1.2688 2.2423
H -0.9657 1.6361 -2.3422
H -0.9557 -0.1430 -2.7535
H 0.5379 0.8455 -2.7610
H -1.1374 0.0582 -0.3464
H -0.5454 2.2024 0.1174
H 1.0175 2.1026 -0.6373
H 1.8771 0.6100 1.1051
H 1.1815 1.9865 1.9371
H 0.2559 0.4985 1.8548
H -2.1268 -0.6847 2.6294
H 0.9769 -2.6460 0.0860
H -0.6435 -1.7943 0.4455
*
```

Summary:
Gap between HOMO and LUMO = 6.703 eV

Record 8
2 unconnected molecules or ions with the total composition C5H12NO. Source: the OMol25 dataset; level of theory: the ωB97M-V functional and the def2-TZVPD basis.

Geometry as ORCA input:
```
! wB97M-V def2-TZVPD RIJCOSX def2/J DEFGRID3
* xyz -1 1
C 0.8539 1.8782 0.8245
N 0.8567 1.3140 -0.4731
C -0.4163 0.6788 -0.7129
C -0.2826 -0.8510 -0.7720
C -1.5036 -1.7074 -0.4278
O -1.4849 -2.9079 -0.3301
C 1.0573 0.8528 2.0268
H 1.7635 2.4921 0.9822
H 0.0351 2.6102 1.0350
H 2.9325 2.3351 -3.5000
H -1.1744 0.7774 0.0945
H -0.8281 1.0674 -1.6607
H 0.3143 -1.3581 -1.5214
H -0.1463 -1.2662 0.2774
H -2.3631 -1.0404 -0.2239
H 2.8124 1.6613 -3.2075
H 1.8553 0.2063 1.6828
H 1.2143 1.4286 2.9473
H 0.0764 0.3953 2.1982
*
```

Summary:
Gap between HOMO and LUMO = 5.499 eV

Record 9
2 unconnected molecules or ions with the total composition C5H12NO. Source: the OMol25 dataset; level of theory: the ωB97M-V functional and the def2-TZVPD basis.

Geometry as ORCA input:
```
! wB97M-V def2-TZVPD RIJCOSX def2/J DEFGRID3
* xyz -1 1
C 1.5595 0.8113 -0.4206
C 1.3006 0.0179 -1.7103
C -0.0188 -0.7152 -1.6529
C -0.8341 -0.7967 -2.7017
H 1.6837 0.1292 0.4159
H 2.4489 1.4401 -0.5252
H 0.6958 1.4271 -0.1788
H 2.1156 -0.7059 -1.8313
H 1.3120 0.6649 -2.5924
H -0.2809 -1.1378 -0.6738
H -1.7755 -1.3258 -2.6198
H -0.6020 -0.3218 -3.6506
N -0.5171 0.6236 3.1093
C -1.4371 -0.0734 2.1347
O -0.7527 -0.8751 1.3198
H -0.9579 0.7373 4.0181
H 0.2585 -0.0255 3.2103
H -2.2145 -0.6153 2.7461
H -1.9840 0.7412 1.6030
*
```

Summary:
Gap between HOMO and LUMO = 6.610 eV

Record 10
2 unconnected molecules or ions with the total composition C5H12NO. Source: the OMol25 dataset; level of theory: the ωB97M-V functional and the def2-TZVPD basis.

Geometry as ORCA input:
```
! wB97M-V def2-TZVPD RIJCOSX def2/J DEFGRID3
* xyz 1 1
C -1.7350 -0.2530 2.3036
C -1.4167 -1.1237 1.0915
C -0.5138 -0.5320 0.0778
C -0.0507 0.7090 0.0268
N 0.7708 1.1061 -1.0689
C 0.8799 2.2747 -1.5617
H -2.7284 0.1770 2.3319
H -1.6584 -0.8417 3.2123
H -0.9509 0.4989 2.4013
H -0.9617 -2.0787 1.3644
H -2.3323 -1.4336 0.5741
H -0.2680 -1.1341 -0.7920
H -0.1667 1.4830 0.7694
H 1.2418 0.3476 -1.5702
H 0.4978 3.1383 -1.0399
H 1.4134 2.3655 -2.4981
H 2.3629 -1.8794 -2.5463
H 3.2250 -1.5016 -1.3156
O 2.3910 -1.3223 -1.7605
*
```

Summary:
Gap between HOMO and LUMO = 9.282 eV

The records above give, respectively, lowest unoccupied orbital energy values of -5.4, -4.2, 3.7, 3.8, 2.6, 3.8, 3.9, 3.9, 4.0, -4.7 eV.
The records above give, respectively, maximum force values of 0.074, 0.054, 0.070, 0.031, 0.062, 0.121, 0.019, 0.058, 0.008, 0.018 Eh/bohr.